[1]
Here is a cluster of 2 separate species, C4H14N2O2 in total in a non-equilibrium geometry from the Open Molecules 2025 dataset. Energies are from ωB97M-V with the def2-TZVPD basis set.

```
22
Properties=species:S:1:pos:R:3:forces:R:3
C 1.322 -1.170 0.012 0.7 -0.3 -0.2
C 0.259 -1.242 -1.089 0.5 0.7 1.2
C -1.185 -0.955 -0.643 0.4 -1.1 0.4
N -1.422 -1.399 0.735 -0.7 -0.3 -0.4
N 1.758 0.177 0.412 -0.8 -0.9 1.2
C 1.153 0.874 1.513 -0.9 0.5 -2.0
O -0.209 1.372 1.273 -0.2 -0.2 0.1
H 1.023 -1.856 0.808 -0.1 0.7 0.6
H 2.248 -1.667 -0.306 -0.2 0.0 -0.5
H 0.557 -0.483 -1.813 -0.2 -0.5 -0.6
H 0.307 -2.264 -1.440 0.0 -0.1 -0.6
H -1.473 0.072 -0.803 -0.1 0.0 -0.2
H -1.750 -1.646 -1.268 -0.6 0.6 -0.2
H -0.701 -1.128 1.368 0.2 0.2 0.4
H -2.337 -1.102 1.061 0.3 -0.1 0.1
H 1.763 0.776 -0.380 0.1 0.4 -0.7
H 1.192 0.237 2.396 0.2 0.5 0.3
H 1.601 1.866 1.443 0.8 -0.3 1.3
H -0.909 0.754 1.512 0.3 -0.2 0.0
H -0.313 2.099 -2.327 0.4 0.0 0.3
H -1.275 1.778 -1.123 0.6 0.3 0.1
O -1.219 1.973 -2.063 -0.9 0.1 -0.4
```
Positions in Å, forces in eV/Å.

Output
- Total charge: 0
- SMILES string: NCCCNCO.O
- E: -11449.044 eV
- Spin multiplicity: 1

Atom charges from the natural (NBO) analysis, given in e for atoms 1 to 4: atom 1 (C): -0.243, atom 2 (C): -0.415, atom 3 (C): -0.219, atom 4 (N): -0.853

***

[2]
Here is a structure of composition C46H64N3P2PbSSiTe in a non-equilibrium geometry from the Open Molecules 2025 dataset. Energies are from ωB97M-V with the def2-TZVPD basis set.

```
119
Properties=species:S:1:pos:R:3:forces:R:3
Pb -1.138 0.459 -0.482 -0.4 0.7 -0.1
C 0.807 -2.250 -2.841 -0.3 0.3 0.0
Si 0.363 -1.643 -1.088 0.6 -0.8 -0.1
C 2.055 -1.350 -0.212 -0.2 0.3 0.0
C 2.841 -2.447 0.149 -0.1 -0.1 -0.1
C 4.048 -2.298 0.809 0.0 0.0 0.0
C 4.512 -1.028 1.128 0.0 0.1 0.0
C 3.764 0.078 0.768 0.0 0.0 0.0
C 2.544 -0.070 0.103 0.0 0.1 0.1
P 1.519 1.385 -0.317 0.9 0.5 0.2
C 2.321 2.388 -1.673 -0.2 -0.1 -0.1
C 1.900 1.853 -3.055 -0.1 -0.2 0.1
C 2.744 0.659 -3.492 0.1 0.3 -0.1
C 4.212 1.062 -3.571 0.0 -0.1 0.2
C 4.688 1.483 -2.186 -0.1 0.2 -0.2
C 3.841 2.635 -1.634 0.0 -0.2 0.1
C 1.474 2.545 1.160 -0.1 -0.3 -0.1
C 2.387 3.786 1.290 0.2 0.0 0.0
C 3.334 3.688 2.486 -0.1 0.0 0.0
C 2.556 3.539 3.803 0.1 0.0 0.0
C 1.284 2.694 3.634 0.0 0.2 -0.1
C 1.426 1.734 2.461 -0.3 0.1 -0.1
C -0.391 -3.189 -0.252 -0.2 0.3 0.0
C -0.091 -4.465 -0.738 0.1 0.0 -0.1
C -0.672 -5.605 -0.210 0.0 0.0 0.0
C -1.587 -5.493 0.827 0.0 0.0 0.0
C -1.893 -4.242 1.334 0.0 -0.1 0.0
C -1.305 -3.092 0.808 0.1 0.1 0.0
P -1.609 -1.471 1.626 -0.2 -0.7 0.8
C -0.807 -1.902 3.261 0.1 0.3 -0.3
C 0.685 -2.199 3.016 0.0 0.0 0.1
C 1.511 -2.098 4.308 -0.1 -0.1 0.0
C 0.673 -2.484 5.523 0.1 0.1 0.0
C -0.500 -1.504 5.710 0.0 0.0 -0.1
C -0.957 -0.876 4.381 -0.1 -0.1 0.1
C -3.436 -1.535 2.012 0.2 0.1 -0.2
C -3.975 -0.187 2.539 0.1 0.2 -0.1
C -4.538 0.686 1.418 0.0 -0.1 0.0
C -5.739 0.020 0.728 0.1 -0.1 0.1
C -5.664 -1.508 0.836 0.1 0.1 -0.1
C -4.214 -1.979 0.757 -0.2 0.0 0.2
H 1.752 -2.797 -2.837 0.0 0.0 0.0
H 0.907 -1.426 -3.549 0.0 0.0 0.0
H 0.030 -2.919 -3.218 0.0 0.0 0.0
H 2.482 -3.447 -0.076 0.0 0.0 0.0
H 4.630 -3.169 1.083 0.0 0.0 0.0
H 5.446 -0.900 1.659 0.0 0.0 0.0
H 4.133 1.071 0.999 0.0 0.0 0.0
H 1.809 3.347 -1.522 0.0 0.0 0.0
H 2.020 2.656 -3.791 -0.1 0.0 0.0
H 0.841 1.579 -3.027 0.0 0.1 -0.1
H 2.394 0.290 -4.458 0.0 -0.1 0.0
H 2.636 -0.147 -2.761 0.0 -0.1 -0.1
H 4.327 1.895 -4.273 0.0 0.0 0.0
H 4.816 0.231 -3.940 0.0 0.0 0.0
H 5.731 1.806 -2.221 0.0 0.0 0.0
H 4.630 0.623 -1.520 0.1 0.0 0.0
H 4.032 3.522 -2.247 0.0 0.0 0.0
H 4.177 2.868 -0.623 0.0 0.0 0.0
H 0.458 2.938 1.032 0.0 0.0 0.0
H 1.749 4.662 1.440 0.0 0.0 0.0
H 2.952 3.977 0.381 -0.1 0.1 0.0
H 3.948 4.588 2.535 0.1 -0.1 0.0
H 4.015 2.843 2.356 0.0 0.0 0.0
H 2.288 4.524 4.189 0.0 0.0 0.0
H 3.199 3.071 4.550 0.0 0.0 0.0
H 0.438 3.415 3.429 0.5 -0.3 0.1
H 1.034 2.178 4.560 -0.1 0.0 0.0
H 0.589 1.028 2.409 0.0 0.0 0.1
H 2.331 1.143 2.599 0.1 -0.1 0.0
H 0.615 -4.567 -1.555 0.0 -0.1 0.0
H -0.418 -6.579 -0.609 0.0 0.0 0.0
H -2.061 -6.376 1.236 0.0 0.0 0.0
H -2.604 -4.171 2.150 0.0 0.0 0.0
H -1.315 -2.819 3.584 0.0 0.0 -0.1
H 1.086 -1.496 2.281 0.0 0.0 0.0
H 0.786 -3.196 2.584 0.0 0.0 0.0
H 1.881 -1.076 4.440 0.0 0.0 0.0
H 2.385 -2.747 4.231 0.1 0.1 0.0
H 1.295 -2.489 6.418 0.0 -0.1 0.0
H 0.298 -3.502 5.388 0.0 0.0 0.0
H -0.212 -0.708 6.399 0.0 0.0 0.0
H -1.341 -2.032 6.165 0.0 0.0 0.0
H -0.354 0.007 4.154 0.0 0.1 0.0
H -1.994 -0.552 4.481 0.1 0.1 0.0
H -3.558 -2.278 2.807 0.0 -0.1 0.0
H -3.188 0.361 3.061 0.0 0.0 0.0
H -4.766 -0.378 3.268 0.0 0.0 0.0
H -3.748 0.865 0.685 0.0 0.1 0.0
H -4.820 1.663 1.820 0.0 0.0 -0.1
H -5.749 0.313 -0.325 -0.1 0.0 0.0
H -6.672 0.367 1.177 0.0 0.0 -0.1
H -6.247 -1.968 0.037 0.0 0.0 0.0
H -6.096 -1.839 1.784 0.0 -0.1 0.0
H -3.755 -1.550 -0.142 0.0 -0.1 -0.1
H -4.166 -3.062 0.649 0.1 0.0 -0.1
C -2.651 -2.316 -4.655 -0.1 -0.2 0.0
N -2.096 -0.996 -4.869 0.2 0.2 0.1
C -1.397 -0.575 -5.979 0.0 -0.1 -0.2
C -1.093 0.718 -5.801 0.1 0.1 0.0
N -1.594 1.102 -4.559 -0.2 -0.7 0.0
C -2.235 0.019 -3.980 0.0 0.1 -0.2
S -3.123 -0.141 -2.559 -0.3 0.2 -0.2
C -1.640 2.452 -4.135 -0.1 0.5 0.2
C -1.861 3.456 -5.072 -0.1 -0.1 -0.1
C -1.969 4.760 -4.618 0.0 0.0 0.1
C -1.864 5.012 -3.258 0.0 0.0 -0.1
C -1.609 3.945 -2.417 0.0 0.0 0.1
N -1.480 2.693 -2.849 0.0 -0.4 0.2
H -2.254 -2.996 -5.404 0.0 0.1 0.0
H -3.738 -2.286 -4.725 0.0 0.0 0.0
H -2.385 -2.663 -3.658 0.0 0.0 0.0
H -1.187 -1.227 -6.808 0.0 0.0 0.0
H -0.529 1.392 -6.420 0.0 0.0 0.0
H -1.987 3.216 -6.118 0.0 0.0 0.0
H -2.150 5.565 -5.316 0.0 0.0 0.0
H -1.981 6.011 -2.862 0.0 0.0 0.0
H -1.506 4.085 -1.343 0.0 0.0 -0.1
Te -1.720 3.352 2.959 -0.5 0.0 -0.1
```
Positions in Å, forces in eV/Å.

Output
- Total charge: +1
- E: -103038.587 eV
- Spin multiplicity: 1

Atom charges from the Löwdin analysis, given in e for atoms 1 to 4: atom 1 (Pb): 0.709, atom 2 (C): -0.203, atom 3 (Si): 0.484, atom 4 (C): -0.309

***

[3]
Here is the molecule C2HN3O3 in a non-equilibrium geometry from the Open Molecules 2025 dataset. Energies are from ωB97M-V with the def2-TZVPD basis set.

```
9
Properties=species:S:1:pos:R:3:forces:R:3
C 1.742 0.020 0.055 3.2 -0.8 -3.7
C -1.686 -0.444 -0.110 0.8 -1.0 0.1
H 2.145 1.175 0.172 -0.3 -3.2 -0.4
N 0.360 0.169 0.619 -0.1 0.3 -2.3
N -0.368 1.312 0.022 -3.0 -2.5 -1.9
N -1.647 0.956 -0.516 7.8 -1.1 4.7
O 2.338 -0.986 -0.594 -4.6 6.4 5.0
O -2.546 -1.219 -0.161 -1.0 -0.4 -0.2
O -0.337 -0.982 0.512 -2.8 2.3 -1.3
```
Positions in Å, forces in eV/Å.

Output
- Total charge: 0
- SMILES string: O=Cn1nnc(=O)o1
- E: -12696.541 eV
- Spin multiplicity: 1

Atom charges from the natural (NBO) analysis, given in e for atoms 1 to 4: atom 1 (C): 0.497, atom 2 (C): 0.778, atom 3 (H): 0.174, atom 4 (N): -0.031

***

[4]
Here is the molecule C7H5F2N in a non-equilibrium geometry from the Open Molecules 2025 dataset. Energies are from ωB97M-V with the def2-TZVPD basis set.

```
15
Properties=species:S:1:pos:R:3:forces:R:3
C -0.761 0.621 -0.329 0.5 1.1 1.7
C 0.998 -1.127 0.036 -1.8 0.0 -1.5
C -0.967 1.140 0.895 -0.3 -0.7 0.6
C 0.147 -0.410 -0.745 0.4 0.1 -1.7
C 0.337 -0.105 2.031 0.5 -0.6 -0.8
C -0.575 0.940 2.257 -0.8 1.6 1.8
C 0.303 -0.519 -2.257 -3.1 -0.3 0.3
N 0.946 -0.887 1.357 0.8 -0.4 1.8
F 0.022 2.082 2.791 -0.2 -0.7 -0.4
F -1.534 0.570 3.200 0.3 0.3 -1.2
H -1.224 1.280 -1.043 -0.2 -0.5 -1.0
H 1.500 -2.013 -0.328 0.5 0.3 0.1
H 0.738 -1.476 -2.438 0.9 -0.2 -0.8
H -0.692 -0.485 -2.849 1.2 -0.2 1.3
H 0.762 0.388 -2.579 1.2 0.2 -0.5
```
Positions in Å, forces in eV/Å.

Output
- Total charge: 0
- E: -14259.600 eV
- Spin multiplicity: 1

Atom charges from the natural (NBO) analysis, given in e for atoms 1 to 4: atom 1 (C): -0.303, atom 2 (C): -0.069, atom 3 (C): -0.045, atom 4 (C): 0.037